Entry 1:
The following is a quantum chemistry calculation of 4 unconnected molecules or ions with the total composition C24H26B3O20P at a distorted geometry, from the OMol25 dataset.

Properties
structure (SMILES) = CB1OB(CCCCOC=O)OB(P(=O)(O)O)O1.O=C1C=C(O)C(=O)C=C1O.O=C1C=C(O)C(=O)C=C1O.O=C1C=C(O)C(=O)C=C1O
Kohn-Sham gap = 7.59 eV
net charge = 0
LUMO level = -1.41 eV
HOMO = -9.00 eV

Geometry as XYZ:
```
74
Properties=species:S:1:pos:R:3:mulliken_charge:R:1
C -3.05967 -0.64856 -5.94976 -0.8539
B -2.07448 0.54767 -5.92887 0.3762
O -2.50763 1.82913 -6.24557 -0.5057
B -1.79218 2.86266 -5.66641 0.4807
C -2.50583 3.98362 -4.86080 -0.6985
C -2.93832 3.57768 -3.44739 -0.8175
C -1.77878 3.36664 -2.47910 0.1259
C -2.29364 3.38006 -1.05781 -0.9521
O -1.19278 3.17857 -0.15462 -0.2075
C -1.60217 3.23442 1.13267 0.2080
O -1.18804 4.03304 1.92849 -0.5569
O -0.39110 2.73814 -5.76316 -0.2104
B -0.01038 1.50920 -5.27355 0.4002
P 1.44385 1.41442 -3.98090 0.9494
O 1.13091 0.49281 -2.87807 -0.7489
O 1.63601 2.89719 -3.43545 -0.5500
O 2.80246 1.03782 -4.74494 -0.5552
O -0.72592 0.39088 -5.58960 -0.3628
H -2.81677 -1.40243 -5.20741 0.2847
H -3.09414 -1.10491 -6.93789 0.3207
H -4.05792 -0.27113 -5.73526 0.2674
H -1.90073 4.88790 -4.82670 0.3653
H -3.40921 4.22417 -5.42602 0.2675
H -3.55726 4.38258 -3.04896 0.5146
H -3.56834 2.68875 -3.48869 0.3015
H -1.27697 2.40797 -2.62776 -0.0479
H -1.04628 4.16260 -2.60426 0.3350
H -2.76212 4.33494 -0.82565 0.3905
H -3.00265 2.55789 -0.92768 0.3994
H -2.33099 2.45530 1.39324 0.3938
H 1.78572 3.54512 -4.13415 0.3245
H 2.74536 1.21794 -5.69040 0.3392
C -0.82170 0.91100 3.80596 -1.1551
C -2.03061 0.68504 4.33635 0.5366
C -2.29591 -0.45469 5.28873 0.9657
O -3.43379 -0.56416 5.71198 -0.6718
C -1.20448 -1.33767 5.62393 -0.8907
C 0.00591 -1.11510 5.09577 0.0625
C 0.27661 0.03647 4.16017 1.2280
O 1.41558 0.15936 3.76168 -0.5823
O 1.06129 -1.87523 5.33945 -0.6174
O -3.10068 1.42414 4.07487 -0.5661
H -0.62515 1.72875 3.12909 0.4363
H -1.40217 -2.16453 6.29119 0.4819
H 1.79853 -1.48269 4.83311 0.3661
H -3.82904 1.03494 4.59663 0.3644
C 0.59900 -4.83743 2.43443 -1.2545
C 0.90001 -6.11757 2.17326 0.4456
C -0.05995 -7.24678 2.46698 1.0070
O 0.30880 -8.36872 2.17452 -0.6280
C -1.33843 -6.93302 3.07076 -1.0201
C -1.63776 -5.65356 3.33475 0.3705
C -0.68605 -4.52417 3.01999 1.0797
O -1.06589 -3.39887 3.28846 -0.5562
O -2.77453 -5.25975 3.88527 -0.5845
O 2.04347 -6.51303 1.64048 -0.5751
H 1.27748 -4.02255 2.22456 0.6017
H -2.01322 -7.74797 3.29016 0.4320
H -2.72287 -4.28685 3.95653 0.3383
H 1.98583 -7.48489 1.56024 0.3676
C 5.36990 1.52677 -0.32173 -1.0132
C 4.21247 0.92195 -0.64488 0.1849
C 3.38806 0.17651 0.38377 1.2793
O 2.35532 -0.33090 0.00064 -0.6194
C 3.87930 0.10663 1.74864 -1.2005
C 5.03212 0.71124 2.05785 0.3895
C 5.84471 1.46863 1.03892 1.1006
O 6.87216 1.99145 1.43937 -0.6546
O 5.57091 0.70828 3.27090 -0.6040
O 3.69783 0.92605 -1.85613 -0.3821
H 5.96631 2.06331 -1.04578 0.4622
H 3.28831 -0.43581 2.46977 0.4159
H 6.39535 1.22654 3.19499 0.3690
H 2.83697 0.43680 -1.82318 0.3133
```

=====

Entry 2:
The following is a quantum chemistry calculation of a molecular structure, C24H26BaN4Si at a distorted geometry, from the OMol25 dataset.

Properties
Kohn-Sham gap (alpha / beta) = 3.66 / 3.66 eV
net charge = 0
LUMO level (alpha / beta) = -0.81 / -0.81 eV
HOMO (alpha / beta) = -4.47 / -4.47 eV
energy above the lowest of the compared OMol25 structures with the same formula, charge and spin = 0.0 kcal/mol

Geometry as XYZ:
```
56
Properties=species:S:1:pos:R:3:nbo_charge:R:1
C -2.66069 -2.38159 3.18893 -0.4230
C -2.17893 -2.90693 1.95616 -0.4019
C -0.77001 -2.70264 1.91730 -0.3587
H -2.76073 -3.48567 1.23179 0.2164
C -0.37929 -2.05714 3.12523 -0.3864
C -1.55166 -1.85092 3.90549 -0.4110
H -1.58451 -1.47391 4.93413 0.2083
H -3.66924 -2.49815 3.59048 0.1981
H -0.09757 -3.06885 1.13463 0.2307
H 0.64479 -1.85073 3.44100 0.2210
Ba -1.95138 0.15343 1.70742 1.7224
C 0.74196 0.09877 -0.47810 -1.2890
H 1.31049 -0.33666 0.40198 0.1800
H 0.33426 1.13187 -0.33257 0.1406
H 0.15195 -0.63226 -1.05057 0.1777
Si 2.25050 0.77559 -3.09999 1.1408
C 1.19395 0.15224 -4.47428 -0.4788
C 0.64404 -1.13987 -4.36586 -0.1382
H 0.89151 -1.76740 -3.50142 0.2131
C -0.22844 -1.61604 -5.35295 -0.2380
H -0.65754 -2.61236 -5.24505 0.2076
C -0.54448 -0.82106 -6.45939 -0.2214
H -1.22519 -1.19793 -7.22207 0.2081
C 0.01434 0.45635 -6.58155 -0.2220
H -0.23065 1.07704 -7.44465 0.2066
C 0.88147 0.94542 -5.59918 -0.1965
H 1.32189 1.94406 -5.69278 0.2139
C 3.54615 -0.47978 -2.67729 -0.4769
C 4.14559 -1.32646 -3.63342 -0.1396
H 3.88836 -1.22851 -4.69340 0.2044
C 5.05171 -2.31010 -3.22024 -0.2459
H 5.49797 -2.97524 -3.95986 0.2056
C 5.37711 -2.44925 -1.86748 -0.2171
H 6.07443 -3.22336 -1.54659 0.2068
C 4.80761 -1.58928 -0.92167 -0.2226
H 5.04893 -1.69384 0.13548 0.2057
C 3.91773 -0.58935 -1.32498 -0.1850
H 3.45592 0.08101 -0.59385 0.2338
H 1.47221 1.29057 -1.95869 -0.0972
H 3.00400 1.94358 -3.59517 -0.2170
N -3.98390 2.29077 5.31131 -0.5018
C -4.73122 1.18406 5.70373 -0.0850
C -4.37511 0.17460 4.84040 -0.0576
N -3.45933 0.65203 3.91428 -0.5186
C -3.22264 1.94275 4.23720 0.2865
C -2.27201 2.86399 3.59522 0.2937
N -1.37841 2.58031 2.61586 -0.5504
C -0.68543 3.76950 2.35662 -0.0584
C -1.18955 4.76882 3.14681 -0.0862
N -2.16957 4.17159 3.93936 -0.4987
H -4.01673 3.21075 5.74515 0.4172
H -5.40666 1.20529 6.54155 0.2365
H -4.69470 -0.85613 4.81302 0.2415
H 0.10132 3.77908 1.61477 0.2494
H -0.93822 5.81148 3.24234 0.2377
H -2.75639 4.66650 4.60539 0.4186
```

=====

Entry 3:
The following is a quantum chemistry calculation of a molecular structure, C24H26BiBrNO7, from the OMol25 dataset.

Properties
Kohn-Sham gap = 7.47 eV
net charge = -1
LUMO level = 2.36 eV
HOMO = -5.11 eV

Geometry as XYZ:
```
60
Properties=species:S:1:pos:R:3:nbo_charge:R:1
Bi 0.21738 -0.83811 -0.12080 2.1398
O -1.48973 -2.43653 3.64383 -0.6467
C -1.42134 -2.17421 2.45697 0.8048
O -0.34154 -1.81048 1.83534 -0.8797
C -2.70406 -2.15109 1.62913 -0.3376
C -3.01074 -0.69696 1.22311 0.0838
C -4.47428 -0.53950 0.82527 -0.4130
C -4.50288 -1.30196 -0.52711 -0.4305
C -3.03202 -1.69825 -0.69593 0.0802
O -2.35153 -0.57951 -0.06393 -0.5788
C -2.67497 -2.86274 0.23192 -0.3519
C -1.33993 -3.55040 -0.11087 0.8142
O -1.16013 -4.68713 0.27708 -0.6380
O -0.52520 -2.86401 -0.86687 -0.9012
H -3.49623 -2.54601 2.26057 0.2280
H -2.61261 0.05697 1.89769 0.2322
H -5.14740 -0.95223 1.57541 0.2112
H -4.71302 0.51452 0.68619 0.2103
H -5.14329 -2.18401 -0.50448 0.2094
H -4.83460 -0.65965 -1.34232 0.2112
H -2.68222 -1.80249 -1.71742 0.2235
H -3.42854 -3.64839 0.20118 0.2311
C 0.62388 -0.54264 -2.81114 -0.1370
C 1.91264 -0.59230 -2.21956 -0.1667
C 2.13725 0.65891 -1.55349 -0.1156
C 0.97558 1.42651 -1.66685 -0.1069
C 0.02124 0.67344 -2.42390 -0.1610
C -1.33654 1.15693 -2.85281 -0.6284
C 0.73778 2.81267 -1.13814 -0.6360
C 3.44730 1.04825 -0.93480 -0.6334
C 2.98386 -1.62218 -2.45175 -0.6299
C -0.01729 -1.58556 -3.68281 -0.6240
H -1.30136 1.63342 -3.83935 0.2028
H -1.73937 1.88820 -2.14961 0.2156
H -2.05641 0.33725 -2.91403 0.2067
H 1.64328 3.22073 -0.68687 0.2116
H -0.03950 2.83217 -0.37111 0.2264
H 0.43738 3.49126 -1.94220 0.2010
H 4.20461 1.21994 -1.70740 0.2006
H 3.82113 0.27515 -0.26296 0.2293
H 3.36189 1.96428 -0.34802 0.2103
H 3.76656 -1.23122 -3.11006 0.2019
H 2.57932 -2.52278 -2.91364 0.2158
H 3.47167 -1.92656 -1.52281 0.2137
H -0.13589 -1.22149 -4.70833 0.1992
H -1.00495 -1.87547 -3.31821 0.2112
H 0.57595 -2.49849 -3.71599 0.2202
Br 1.85784 5.57547 4.34632 0.0340
C 2.44592 3.81815 3.93890 -0.1356
C 3.62290 3.34884 4.49655 0.0043
N 4.09161 2.12608 4.25225 -0.4115
C 3.38552 1.34528 3.43294 0.0658
C 2.19489 1.74021 2.83633 -0.1641
C 1.70814 3.00865 3.09983 -0.1611
C 1.43641 0.81903 1.91436 0.7742
O 2.02547 -0.21892 1.51781 -0.7477
O 0.27899 1.16710 1.57061 -0.7531
H 4.20461 3.98017 5.15810 0.1948
H 3.77145 0.35364 3.23275 0.2194
H 0.77510 3.32804 2.65512 0.2511
```

=====

Number 1: DFT total energy -2851.23338 Ha. Number 2: DFT total energy -1464.03942 Ha. Number 3: DFT total energy -4300.37847 Ha.